Record 1
{"formula": "C26H23Br2IrN7S", "method": "ωB97M-V/def2-TZVPD", "homo_lumo_gap_ha": [0.250, 0.169], "multiplicity": 6, "total_charge": 4, "e_tot_ev": -191483.6245, "symbols": ["Ir", "N", "C", "N", "C", "N", "N", "C", "C", "C", "C", "C", "C", "N", "C", "C", "C", "C", "C", "C", "H", "H", "H", "H", "H", "H", "H", "H", "H", "H", "H", "Br", "C", "C", "C", "N", "C", "C", "C", "C", "C", "Br", "C", "C", "N", "H", "H", "H", "H", "H", "H", "C", "S", "C", "H", "H", "H", "H", "H", "H"], "coordinates": [[-0.0891, 0.2550, -0.4576], [2.0639, -2.5935, 2.7321], [1.4924, -2.1558, 1.6118], [0.7628, -1.0667, 1.5564], [0.5798, -0.3687, 2.7031], [-0.2644, 0.6993, 2.7165], [-0.7105, 1.0617, 1.5287], [-1.6713, 1.9561, 1.5660], [-2.2212, 2.3928, 0.3160], [-3.0853, 3.4759, 0.2342], [-3.4993, 3.9078, -1.0239], [-3.0394, 3.2315, -2.1365], [-2.1898, 2.1316, -1.9717], [-1.7908, 1.7132, -0.7796], [1.1862, -0.7349, 3.9297], [1.0581, -0.0048, 5.1318], [1.6839, -0.4615, 6.2575], [2.4440, -1.6585, 6.2340], [2.5881, -2.3957, 5.0840], [1.9646, -1.9287, 3.9291], [2.6042, -3.4537, 2.7002], [1.6603, -2.7378, 0.7146], [-2.0226, 2.3326, 2.5221], [-3.4128, 3.9780, 1.1358], [-4.1615, 4.7577, -1.1239], [-3.3268, 3.5345, -3.1344], [-1.8287, 1.5812, -2.8321], [0.4698, 0.9006, 5.1470], [1.6012, 0.0894, 7.1847], [2.9196, -1.9980, 7.1455], [3.1700, -3.3088, 5.0734], [4.3158, 4.8369, -2.8762], [3.1713, 3.6195, -2.0787], [2.2907, 4.0159, -1.0767], [1.4454, 3.0703, -0.5357], [1.4497, 1.7880, -0.9159], [2.3158, 1.3943, -1.8698], [3.1770, 2.2829, -2.4808], [2.2597, -0.0452, -2.2358], [3.2720, -0.6644, -2.9427], [3.1582, -2.0115, -3.2768], [4.5007, -2.8619, -4.2206], [2.0135, -2.7075, -2.8811], [1.0590, -2.0364, -2.1591], [1.1619, -0.7316, -1.8293], [2.2623, 5.0393, -0.7299], [0.7431, 3.3436, 0.2423], [3.8449, 1.9703, -3.2699], [4.1572, -0.1176, -3.2321], [1.8798, -3.7495, -3.1354], [0.1598, -2.5384, -1.8272], [-4.1333, -3.2599, -3.4224], [-3.8898, -2.6109, -1.7885], [-5.5152, -2.7024, -1.0855], [-5.1130, -2.9728, -3.8041], [-4.0831, -4.3550, -3.3528], [-3.3267, -2.9074, -4.0622], [-5.7594, -3.7623, -0.9364], [-6.2383, -2.2726, -1.7820], [-5.5145, -2.1855, -0.1293]], "mulliken_spin": [2.474, 0.081, -0.082, 0.198, -0.099, 0.454, 0.029, 0.182, 0.032, 0.076, -0.021, 0.059, 0.015, 0.129, 0.101, -0.035, 0.058, 0.041, -0.021, 0.089, -0.004, -0.002, -0.014, 0.001, 0.001, 0.002, 0.002, 0.000, 0.000, 0.001, -0.001, 0.003, 0.005, 0.003, -0.004, 0.095, 0.020, 0.009, 0.015, -0.009, 0.029, 0.012, -0.002, 0.039, 0.023, 0.001, 0.008, 0.001, 0.000, 0.000, 0.001, -0.028, 0.896, -0.030, 0.016, 0.060, 0.007, 0.054, 0.031, -0.002]}

Record 2
{"formula": "C46H48N13PbSb2Se", "method": "ωB97M-V/def2-TZVPD", "homo_lumo_gap_ha": 0.212, "e_above_lowest_kj_mol": 111.8, "total_charge": 1, "e_tot_ev": -151516.4525, "symbols": ["Pb", "C", "C", "C", "C", "C", "N", "C", "C", "C", "C", "C", "C", "C", "N", "C", "C", "C", "N", "C", "C", "N", "C", "C", "C", "N", "H", "H", "H", "H", "H", "H", "H", "H", "H", "H", "H", "H", "H", "H", "H", "H", "H", "H", "Se", "N", "C", "C", "C", "C", "C", "N", "C", "C", "N", "C", "C", "C", "C", "C", "N", "H", "H", "H", "H", "H", "H", "C", "Sb", "C", "C", "C", "C", "C", "C", "C", "C", "C", "Sb", "C", "C", "H", "H", "H", "H", "H", "H", "H", "H", "H", "H", "H", "H", "H", "H", "H", "H", "H", "H", "H", "H", "N", "C", "N", "N", "C", "N", "H", "H", "H", "H"], "coordinates": [[0.6589, -0.8636, -0.5830], [7.7458, -0.5790, 1.8201], [6.2745, -0.7754, 1.6260], [5.4882, -1.2593, 2.6681], [4.1449, -1.4595, 2.4909], [3.4554, -1.1356, 1.2992], [2.0976, -1.2793, 1.2352], [1.3951, -1.2861, 2.4224], [1.6774, -0.3984, 3.4825], [0.9390, -0.3703, 4.6450], [-0.1452, -1.2246, 4.8339], [-0.9783, -1.2056, 6.0784], [-0.4361, -2.1082, 3.8091], [0.3016, -2.1459, 2.6315], [-0.0746, -3.1430, 1.7086], [-0.2310, -4.4390, 2.0221], [-0.8017, -5.0612, 0.9324], [-0.9533, -4.0459, -0.0082], [-0.5112, -2.8871, 0.4736], [4.2738, -0.7110, 0.2259], [5.6504, -0.5525, 0.4139], [3.8062, -0.4653, -1.0840], [4.3993, 0.3273, -1.9966], [3.7776, 0.1178, -3.2113], [2.7894, -0.8160, -2.9389], [2.8062, -1.1485, -1.6476], [7.9565, -0.3163, 2.8551], [8.2810, -1.5032, 1.5997], [8.1332, 0.2051, 1.1728], [5.9418, -1.4802, 3.6247], [3.5725, -1.8679, 3.3078], [2.5258, 0.2625, 3.3734], [1.2154, 0.3160, 5.4341], [-0.5477, -0.5473, 6.8284], [-1.9884, -0.8656, 5.8462], [-1.0596, -2.2038, 6.5047], [-1.2574, -2.8016, 3.9258], [0.0884, -4.8293, 2.9659], [-1.0737, -6.0901, 0.8307], [-1.3724, -4.1150, -0.9911], [6.2569, -0.2573, -0.4289], [5.1895, 1.0089, -1.7600], [4.0043, 0.5724, -4.1525], [2.0834, -1.2681, -3.6047], [-3.0604, -1.3163, -8.1309], [-2.5328, 0.0257, -7.1253], [-1.9303, -0.4468, -6.0507], [-1.4149, 0.3593, -4.9830], [-1.4701, 1.7565, -5.0022], [-1.0208, 2.4489, -3.9007], [-0.5369, 1.7260, -2.8137], [-0.4537, 0.4135, -2.7909], [-0.8653, -0.2835, -3.8520], [-0.6951, -1.7279, -3.8321], [-0.0125, -2.2703, -2.8175], [0.2462, -3.5619, -2.8312], [-0.2111, -4.4252, -3.8269], [-0.9387, -3.8980, -4.8707], [-1.1751, -2.5196, -4.8977], [-1.8501, -1.8750, -5.9889], [-2.3995, -2.5004, -7.0107], [-1.8722, 2.2622, -5.8668], [-1.0507, 3.5253, -3.8734], [-0.1907, 2.2245, -1.9214], [0.8476, -3.9310, -2.0130], [0.0077, -5.4802, -3.7769], [-1.3079, -4.5074, -5.6801], [0.2610, 2.6583, 3.1301], [-0.6414, 1.2763, 1.6687], [-1.4631, 2.9606, 0.5821], [-2.4122, 0.8164, 2.9130], [-3.5925, 1.5704, 2.4554], [-3.8045, 2.8534, 2.9583], [-4.8231, 3.6580, 2.4859], [-5.6625, 3.1798, 1.4933], [-5.4929, 1.8927, 1.0217], [-4.4713, 1.0676, 1.4846], [-4.3646, -0.3051, 0.9415], [-2.8273, -0.5177, -0.6260], [-3.7562, -2.3495, -1.3314], [-3.9209, 0.7118, -2.0571], [-0.0648, 3.6765, 2.9350], [1.3434, 2.6012, 3.0881], [-0.0479, 2.3719, 4.1304], [-1.9790, 3.6301, 1.2602], [-2.1673, 2.6120, -0.1633], [-0.6571, 3.4963, 0.0882], [-2.1365, 1.0826, 3.9293], [-2.5427, -0.2607, 2.8561], [-3.1545, 3.2181, 3.7439], [-4.9639, 4.6525, 2.8844], [-6.4561, 3.7971, 1.1006], [-6.1757, 1.5030, 0.2804], [-5.3049, -0.6086, 0.4826], [-4.1075, -1.0320, 1.7093], [-4.8023, -2.1863, -1.5703], [-3.6778, -3.1089, -0.5612], [-3.2404, -2.6989, -2.2194], [-4.9890, 0.5470, -1.9589], [-3.6072, 0.4435, -3.0611], [-3.7091, 1.7633, -1.8944], [3.6706, 5.5468, -0.7681], [2.9407, 4.5734, -0.2067], [2.3696, 4.7943, 0.9889], [2.8214, 3.4583, -0.8750], [2.1734, 2.4041, -0.5891], [1.6008, 1.4018, -0.4677], [3.8408, 6.4278, -0.3159], [4.0938, 5.3631, -1.6613], [2.4954, 5.6664, 1.4723], [1.7933, 4.0887, 1.4184]], "mulliken_charge": [2.276, -1.666, 0.139, -1.136, -0.535, 1.097, 0.755, -1.456, 0.433, -1.331, 0.443, -1.762, -0.511, 0.998, 0.249, -0.288, -1.636, -0.787, 0.756, -0.313, -0.533, 0.383, -0.149, -1.573, -0.317, -0.490, 0.398, 0.306, 0.387, 0.416, 0.352, 0.805, 0.366, 0.400, 0.282, 0.408, 0.549, 0.564, 0.483, 0.789, 0.582, 0.491, 0.480, 0.827, 0.313, -0.882, 0.823, 0.698, -0.829, -1.168, -0.455, 0.943, -0.624, -0.807, 0.962, -1.014, -1.251, -0.772, 0.871, 0.805, -0.897, 0.540, 0.504, 0.291, 0.880, 0.476, 0.580, -1.866, -0.390, -1.203, -1.124, 0.677, -0.711, -0.565, -0.814, -0.684, 0.871, -1.847, 0.301, -1.487, -1.396, 0.624, 0.450, 0.489, 0.648, 0.036, 0.564, 0.786, 0.254, 0.391, 0.421, 0.423, 0.363, 0.774, 0.749, 0.541, 0.448, 0.351, 0.540, 0.428, 0.317, -0.382, 0.491, -0.356, -0.735, 0.276, -0.325, 0.185, 0.246, 0.209, 0.115]}

Record 3
{"formula": "C23H32N6O6S", "method": "ωB97M-V/def2-TZVPD", "homo_lumo_gap_ha": 0.299, "e_above_lowest_kj_mol": 265.2, "smiles": "C[N+](=O)[O-].O=S1(=O)OCCO1.c1cc[nH]c1.c1cc[nH]c1.c1cc[nH]c1.c1cc[nH]c1.c1cc[nH]c1", "total_charge": 0, "e_tot_ev": -56423.5070, "symbols": ["C", "N", "O", "O", "H", "H", "H", "O", "S", "O", "O", "C", "C", "O", "H", "H", "H", "H", "C", "C", "C", "N", "C", "H", "H", "H", "H", "H", "C", "C", "C", "N", "C", "H", "H", "H", "H", "H", "C", "C", "C", "N", "C", "H", "H", "H", "H", "H", "C", "C", "C", "N", "C", "H", "H", "H", "H", "H", "C", "C", "C", "N", "C", "H", "H", "H", "H", "H"], "coordinates": [[0.0801, 5.4289, -3.4715], [-1.3683, 5.1043, -3.6437], [-1.8584, 5.3916, -4.7076], [-1.9271, 4.6858, -2.6741], [0.5799, 4.5510, -3.8807], [0.2329, 5.6822, -2.4224], [0.3295, 6.2456, -4.1490], [6.6444, -3.9557, 1.6165], [5.4214, -3.1725, 1.6060], [4.1622, -3.8034, 1.2250], [5.2208, -2.4051, 3.0345], [5.4256, -0.9769, 3.0495], [6.1576, -0.6593, 1.7817], [5.6702, -1.6900, 0.8751], [4.4211, -0.5567, 3.0986], [5.9906, -0.7238, 3.9467], [7.2424, -0.6853, 1.8842], [5.8446, 0.2998, 1.3692], [0.5442, -0.8218, 0.1077], [0.2186, -1.4942, -1.0344], [-0.6256, -0.7440, -1.8102], [-0.9328, 0.4350, -1.0609], [-0.2124, 0.3302, 0.1752], [1.1563, -1.1324, 0.9415], [0.7590, -2.3640, -1.3776], [-1.0258, -0.9801, -2.7852], [-1.5621, 1.1907, -1.2909], [-0.3911, 1.0347, 0.9741], [-6.5667, -1.2540, -5.3977], [-5.3545, -0.8368, -4.7470], [-5.6786, -0.2344, -3.5880], [-7.0165, -0.2739, -3.3624], [-7.5658, -0.8694, -4.4391], [-6.6175, -1.7318, -6.3650], [-4.3451, -0.8976, -5.1261], [-5.0764, 0.3423, -2.9016], [-7.4727, 0.1808, -2.5844], [-8.6429, -0.8310, -4.3706], [-0.2799, 1.8234, 6.3082], [-1.1548, 1.1486, 5.3845], [-2.0706, 2.0978, 4.9723], [-1.7538, 3.3356, 5.5703], [-0.6722, 3.1411, 6.4622], [0.4980, 1.3027, 6.8469], [-1.2370, 0.0962, 5.1563], [-2.9011, 1.9891, 4.2905], [-2.3607, 4.1427, 5.5898], [-0.2563, 3.9796, 7.0012], [4.8055, 4.9286, 3.6774], [4.4500, 4.6107, 2.3793], [3.1864, 4.1052, 2.3906], [2.7274, 4.1003, 3.7063], [3.7695, 4.6399, 4.5118], [5.7353, 5.3820, 3.9881], [5.0405, 4.6372, 1.4754], [2.5607, 3.5985, 1.6708], [1.8141, 3.8718, 4.0720], [3.6024, 4.9383, 5.5362], [-2.3527, -7.9298, -3.0493], [-2.3738, -8.5242, -4.2953], [-1.4936, -7.7372, -5.0668], [-0.9221, -6.8185, -4.2551], [-1.5233, -6.8350, -3.0285], [-3.0002, -8.2823, -2.2601], [-3.0102, -9.2965, -4.7014], [-1.1954, -7.9306, -6.0867], [-0.2282, -6.1404, -4.5356], [-1.2651, -6.1836, -2.2067]], "mulliken_charge": [-0.714, 0.897, -0.526, -0.530, 0.278, 0.291, 0.304, -0.518, 1.113, -0.491, -0.345, -0.215, -0.219, -0.362, 0.238, 0.260, 0.270, 0.263, -0.309, -0.540, -0.491, 0.036, -0.607, 0.464, 0.404, 0.391, 0.196, 0.458, -0.563, -0.246, -0.445, 0.019, -0.467, 0.373, 0.365, 0.387, 0.213, 0.364, -0.327, -0.350, -0.423, -0.044, -0.658, 0.398, 0.406, 0.391, 0.220, 0.393, -0.417, -0.419, -0.486, 0.048, -0.458, 0.389, 0.387, 0.426, 0.183, 0.347, -0.301, -0.401, -0.365, -0.006, -0.597, 0.361, 0.372, 0.357, 0.196, 0.383]}